[1]
Entry from the OMol25 dataset: a structure of composition C28H28I2N2OSiTi (ωB97M-V/def2-TZVPD).

Positions of all 63 atoms, in Å:
Ti1 0.23393 -0.96158 0.18406
I1 1.87815 -1.54754 4.97705
C1 2.83876 -1.84405 3.17163
C2 4.22381 -2.14007 3.15893
C3 4.90631 -2.36595 1.99703
I2 6.93425 -2.81518 2.08440
C4 4.21952 -2.28910 0.75154
C5 4.78893 -2.53197 -0.51566
C6 4.02354 -2.43919 -1.64951
C7 2.68010 -2.06301 -1.53504
N1 2.11595 -1.81804 -0.36861
C8 2.85028 -1.96336 0.77576
C9 2.13856 -1.76400 1.99517
O1 0.82727 -1.52982 1.91773
H1 4.74030 -2.19532 4.10745
H2 5.83528 -2.80015 -0.57739
H3 4.43667 -2.63897 -2.62707
H4 2.05504 -1.95091 -2.41277
C10 -1.18429 -1.63870 -1.24735
Si1 -2.14303 -0.11011 -0.84761
C11 -0.87542 1.26438 -1.28147
N2 0.51871 0.96837 -0.77688
C12 0.83423 1.72562 0.48380
C13 2.30951 2.06691 0.58873
C14 2.72200 3.02554 -0.53502
C15 1.95116 2.70331 -1.82569
C16 1.54888 1.23954 -1.82091
C17 -3.79653 0.28067 -1.58950
C18 -3.95437 0.23094 -2.97803
C19 -5.17053 0.53811 -3.56564
C20 -6.25087 0.89565 -2.76906
C21 -6.11230 0.94491 -1.39033
C22 -4.89182 0.64069 -0.80499
C23 -2.15388 -0.14695 1.04239
C24 -2.15371 1.03433 1.80674
C25 -2.24574 0.99867 3.18449
C26 -2.33586 -0.22669 3.84112
C27 -2.35141 -1.40537 3.11803
C28 -2.26923 -1.36231 1.73097
H5 -0.81240 -1.65659 -2.27731
H6 -1.70754 -2.57106 -1.03161
H7 -1.18493 2.26492 -0.96623
H8 -0.82489 1.28436 -2.37293
H9 0.50941 1.14730 1.36242
H10 0.22305 2.63354 0.50040
H11 2.89872 1.14458 0.55660
H12 2.49588 2.50329 1.57015
H13 3.79600 2.94562 -0.70540
H14 2.53055 4.05576 -0.23291
H15 2.55369 2.91801 -2.70805
H16 1.05339 3.32099 -1.91197
H17 2.42237 0.61782 -1.61682
H18 1.13979 0.91141 -2.77524
H19 -3.12521 -0.06282 -3.61396
H20 -5.27928 0.49381 -4.64108
H21 -7.20276 1.13188 -3.22592
H22 -6.95615 1.21816 -0.77091
H23 -4.79978 0.68068 0.27488
H24 -2.09121 1.99639 1.30921
H25 -2.24938 1.91777 3.75541
H26 -2.39679 -0.25273 4.92111
H27 -2.42270 -2.35781 3.62525
H28 -2.29198 -2.29458 1.17643

## Properties
Maximum force (eV/Å): 0.39
Net charge: +1
HOMO level (alpha / beta) (Eh): -0.394 / -0.396
Energy relative to the best compared isomer or geometry (same formula, charge and spin) (kJ/mol): 0.00
Spin multiplicity: 2
⟨S²⟩: 0.7552
LUMO (alpha / beta) (eV): -3.3 / -3.4

[2]
Entry from the OMol25 dataset: a structure of composition C28H28IrN3PS2 at a distorted geometry (ωB97M-V/def2-TZVPD).

Positions of all 63 atoms, in Å:
Ir1 -1.10607 -0.04429 1.06285
C1 -2.36255 0.36494 -2.42254
C2 -1.04928 0.87109 -2.93475
C3 -0.87079 0.96825 -4.31073
C4 0.30641 1.43992 -4.86681
C5 1.34486 1.84017 -4.04410
C6 1.19388 1.75360 -2.67145
C7 0.01035 1.26807 -2.10437
P1 -0.07028 1.35206 -0.29424
C8 1.60606 1.73151 0.26339
C9 1.85418 2.95568 0.87676
C10 3.12199 3.27121 1.34118
C11 4.14935 2.35957 1.17256
C12 3.90907 1.14878 0.53770
C13 2.64834 0.80823 0.06476
C14 2.47282 -0.48283 -0.68542
C15 -1.19354 2.71849 0.07970
C16 -1.65735 3.66006 -0.83170
C17 -2.69384 4.50018 -0.45408
C18 -3.28964 4.37147 0.79927
C19 -2.83118 3.43255 1.71248
C20 -1.75500 2.62535 1.36770
C21 -1.11002 1.60682 2.24443
H1 -3.09137 0.33036 -3.22998
H2 -2.77069 0.99591 -1.63163
H3 -2.25876 -0.64497 -2.02838
H4 -1.68571 0.67003 -4.95724
H5 0.40667 1.50287 -5.94172
H6 2.26771 2.21715 -4.46148
H7 2.00957 2.07179 -2.03850
H8 1.04892 3.66860 1.00811
H9 3.30150 4.21995 1.82631
H10 5.14596 2.59355 1.52153
H11 4.72466 0.45264 0.38997
H12 3.41507 -1.02567 -0.72485
H13 2.14953 -0.30860 -1.71318
H14 1.73912 -1.13276 -0.21056
H15 -1.23385 3.71820 -1.82658
H16 -3.05545 5.24759 -1.14690
H17 -4.12171 5.00894 1.06440
H18 -3.29426 3.34026 2.68534
H19 -1.62853 1.42219 3.18657
H20 -0.07908 1.90326 2.45478
C22 -2.27623 -5.00355 2.39659
C23 -0.92746 -4.46202 2.07950
C24 0.11942 -5.16671 1.53543
C25 1.31793 -4.49524 1.28833
N1 1.47162 -3.18651 1.53859
C26 0.46179 -2.52935 2.04999
S1 0.58109 -0.79975 2.40192
N2 -0.69800 -3.16226 2.34916
C27 2.50162 -5.20570 0.73059
H21 -2.42754 -5.95549 1.89591
H22 -3.04815 -4.30376 2.07397
H23 -2.37524 -5.15711 3.47271
H24 0.00000 -6.20893 1.28529
H25 -1.44977 -2.59180 2.72682
H26 2.21912 -6.12076 0.21653
H27 3.17390 -5.46619 1.55153
H28 3.04314 -4.54471 0.05766
S2 -3.26868 -1.04257 0.71952
C28 -2.34865 -2.28303 0.00382
N3 -1.68696 -3.08672 -0.50248

## Properties
Maximum force (eV/Å): 1.37
Net charge: +1
HOMO level (Eh): -0.395
Energy relative to the best compared isomer or geometry (same formula, charge and spin) (kJ/mol): 20.15
LUMO (eV): -4.0

[3]
Entry from the OMol25 dataset: a structure of composition C28H28MoN3O9P2S (ωB97M-V/def2-TZVPD).

Positions of all 72 atoms, in Å:
Mo1 0.15172 -0.99634 0.49527
O1 1.24623 -0.63924 1.87884
C1 1.59355 0.28247 2.83253
C2 2.63296 -0.00854 3.68909
C3 2.97161 0.95951 4.63525
C4 2.28677 2.16696 4.70783
C5 1.23862 2.43244 3.83730
C6 0.87291 1.48313 2.87765
C7 -0.23054 1.72961 1.99866
N1 -0.64396 0.90369 1.08662
N2 -1.75720 1.34105 0.38273
C8 -2.07131 0.50240 -0.52831
O2 -1.25990 -0.61591 -0.63305
C9 -3.14592 0.62173 -1.48828
C10 -3.15418 -0.18397 -2.63120
C11 -4.16243 -0.02709 -3.56434
C12 -5.16156 0.91593 -3.34931
C13 -5.16106 1.70801 -2.20506
C14 -4.15370 1.56976 -1.27022
H1 3.15902 -0.94994 3.62411
H2 3.78458 0.76281 5.32113
H3 2.56847 2.90222 5.44765
H4 0.70056 3.36904 3.89744
H5 -0.79104 2.65532 2.10230
H6 -2.37006 -0.91264 -2.78478
H7 -4.17489 -0.63299 -4.45887
H8 -5.95003 1.03557 -4.08026
H9 -5.94746 2.43192 -2.04728
H10 -4.13955 2.18354 -0.38148
C15 3.93320 -2.89847 -1.78689
C16 2.84176 -1.91250 -2.18639
O3 3.00272 -1.40392 -3.49670
P1 2.88483 -0.40191 -1.12718
O4 3.62511 -0.74462 0.21533
O5 3.79114 0.66647 -1.78776
O6 1.48637 0.06826 -0.75616
P2 1.17248 -2.69559 -2.09554
O7 0.22405 -1.64882 -2.80605
O8 1.05945 -4.07646 -2.52929
O9 0.80569 -2.42946 -0.51507
H11 4.91761 -2.44416 -1.90864
H12 3.86896 -3.77291 -2.43683
H13 3.81509 -3.24027 -0.75932
H14 3.35757 -2.08819 -4.08098
H15 4.59383 -0.67598 0.21187
H16 3.59731 0.99207 -2.68319
H17 -0.02065 -1.91089 -3.70823
N3 -1.02334 -1.99048 1.68574
S1 -2.35413 -2.94731 1.21142
C17 -2.92603 -3.53579 2.78315
C18 -3.17575 -4.89084 2.96050
C19 -3.71927 -5.29923 4.17146
C20 -3.99810 -4.37146 5.16333
C21 -3.75868 -3.01711 4.95506
C22 -3.23487 -2.58208 3.74994
C23 -1.66076 -4.29734 0.35328
C24 -2.25883 -4.57120 -0.87513
C25 -1.79537 -5.65982 -1.60045
C26 -0.75363 -6.42547 -1.10226
C27 -0.15973 -6.12688 0.12445
C28 -0.61308 -5.05913 0.87230
H18 -0.88724 -2.01921 2.69741
H19 -2.96630 -5.61414 2.18606
H20 -3.92470 -6.34801 4.33287
H21 -4.41951 -4.70256 6.10210
H22 -4.00356 -2.29774 5.72351
H23 -3.10811 -1.52108 3.56840
H24 -3.07074 -3.96006 -1.24740
H25 -2.24610 -5.90302 -2.55183
H26 -0.39545 -7.27128 -1.67276
H27 0.64780 -6.74118 0.49647
H28 -0.18059 -4.83330 1.83950

## Properties
Maximum force (eV/Å): 0.42
Net charge: +3
HOMO level (Eh): -0.598
LUMO (eV): -11.2